{
  "formula": "C62H45CrN2O4P3Si",
  "method": "the ωB97M-V functional and the def2-TZVPD basis",
  "homo_energy_ev": [-5.3841, -5.3789],
  "homo_lumo_gap_ev": [7.42, 6.99],
  "total_charge": -1,
  "fmax_ha_per_bohr": 0.0155,
  "multiplicity": 4,
  "elements": ["Cr", "C", "C", "C", "C", "C", "C", "P", "C", "C", "C", "C", "C", "C", "C", "C", "C", "C", "C", "C", "Si", "C", "C", "C", "C", "C", "C", "P", "C", "C", "C", "C", "C", "C", "C", "C", "C", "C", "C", "C", "C", "C", "C", "C", "C", "C", "P", "C", "C", "C", "C", "C", "C", "C", "C", "C", "C", "C", "C", "H", "H", "H", "H", "H", "H", "H", "H", "H", "H", "H", "H", "H", "H", "H", "H", "H", "H", "H", "H", "H", "H", "H", "H", "H", "H", "H", "H", "H", "H", "H", "H", "H", "H", "H", "H", "H", "H", "H", "H", "H", "H", "O", "C", "O", "C", "C", "C", "N", "C", "C", "C", "O", "O", "H", "H", "H", "N", "C"],
  "coordinates": [[-0.22840, 1.14461, 0.42273], [-3.77597, -7.05273, -1.24520], [-2.42845, -6.97920, -1.56874], [-1.72619, -5.79513, -1.35819], [-2.36505, -4.66669, -0.84021], [-3.72079, -4.75726, -0.51681], [-4.41832, -5.94155, -0.71210], [-1.36775, -3.13805, -0.67958], [-2.17773, -2.25864, 0.76600], [-2.47563, -3.21120, 2.00169], [-3.88908, -3.22072, 2.50718], [-4.81040, -2.39277, 2.02524], [-4.50519, -1.43446, 0.94264], [-3.31248, -1.37083, 0.36095], [-1.84678, -2.21214, -2.20866], [-2.95868, -2.57668, -2.97080], [-3.29125, -1.90121, -4.13900], [-2.50244, -0.84803, -4.57197], [-1.39444, -0.46896, -3.82431], [-1.03174, -1.12344, -2.63577], [0.29832, -0.27353, -1.55541], [1.75049, -1.44153, -1.13437], [2.09221, -2.57809, -1.88267], [3.23626, -3.30238, -1.60275], [4.07003, -2.92097, -0.54881], [3.73901, -1.82193, 0.21867], [2.58886, -1.07461, -0.07539], [2.00462, 0.25442, 1.02409], [3.37681, 1.44411, 1.26141], [3.15357, 2.54191, 2.09959], [4.20540, 3.37548, 2.45259], [5.47189, 3.17013, 1.91978], [5.67738, 2.13857, 1.01450], [4.63696, 1.27261, 0.69267], [1.89284, -0.60200, 2.65489], [1.79221, -1.99002, 2.72993], [1.52069, -2.61843, 3.94117], [1.32460, -1.86990, 5.09259], [1.42169, -0.48607, 5.02833], [1.70564, 0.14087, 3.82354], [1.27909, 0.83598, -2.78242], [1.89059, 0.30184, -3.92696], [2.61837, 1.09482, -4.79301], [2.73645, 2.46562, -4.55684], [2.13835, 3.02393, -3.44456], [1.43952, 2.20832, -2.54465], [0.49512, 2.88536, -1.13528], [-0.77987, 3.79661, -2.10719], [-1.71196, 3.05204, -2.82957], [-2.59421, 3.67406, -3.69590], [-2.56127, 5.05614, -3.85205], [-1.63614, 5.80440, -3.14214], [-0.74324, 5.17546, -2.27732], [1.44241, 4.26139, -0.40607], [0.77297, 5.03123, 0.55069], [1.40505, 6.10950, 1.15077], [2.71187, 6.42999, 0.80116], [3.39492, 5.64450, -0.11475], [2.77213, 4.54788, -0.69898], [-4.32544, -7.97414, -1.40223], [-1.91866, -7.84740, -1.96733], [-0.66667, -5.74257, -1.58749], [-4.23069, -3.89812, -0.09096], [-5.46668, -5.99701, -0.44523], [-2.14888, -4.23839, 1.84617], [-4.09390, -3.89143, 3.33437], [-5.81100, -2.39603, 2.44287], [-5.28174, -0.75033, 0.61851], [-3.13849, -0.65299, -0.42565], [-3.57502, -3.41210, -2.65613], [-4.16746, -2.19804, -4.70496], [-2.74926, -0.31576, -5.48546], [-0.79137, 0.36064, -4.17906], [1.43654, -2.89956, -2.68837], [3.48065, -4.17983, -2.19159], [4.95569, -3.49967, -0.31308], [4.35414, -1.56059, 1.07224], [2.15343, 2.75228, 2.46199], [4.02351, 4.20478, 3.12492], [6.29053, 3.82966, 2.18800], [6.65339, 1.99247, 0.56668], [4.81340, 0.46598, -0.00593], [1.89491, -2.59617, 1.83749], [1.43042, -3.69790, 3.97270], [1.06575, -2.35860, 6.02529], [1.23595, 0.11723, 5.90858], [1.73897, 1.21910, 3.80583], [1.78341, -0.75813, -4.14362], [3.08654, 0.65436, -5.66594], [3.28377, 3.09341, -5.24955], [2.18626, 4.09556, -3.29076], [-1.76732, 1.97873, -2.70394], [-3.32051, 3.07721, -4.23530], [-3.25722, 5.54582, -4.52260], [-1.60181, 6.88178, -3.25577], [-0.02247, 5.77446, -1.73622], [-0.24422, 4.77848, 0.83017], [0.87699, 6.69660, 1.89209], [3.20345, 7.27930, 1.26130], [4.42593, 5.86739, -0.36238], [3.32820, 3.92500, -1.38703], [-2.34030, -3.72473, 5.06612], [-2.42110, -2.48141, 5.25610], [-2.82166, -1.83393, 6.23932], [-1.93023, -1.66661, 4.04689], [-1.43554, -2.44012, 2.86927], [-1.03618, -1.59905, 1.64125], [-0.95502, -0.14499, 1.79800], [-1.23076, 0.37066, 2.93807], [-1.79418, -0.33494, 4.07088], [-0.78910, 1.84128, 3.08531], [-0.91124, 2.39917, 4.14844], [-0.17358, 2.31790, 2.02722], [-0.63852, -3.08738, 3.23095], [-0.06462, -1.90784, 1.26234], [-2.05745, 0.22985, 4.95545], [-3.20670, 2.07612, -0.19817], [-2.11975, 1.70792, -0.03447]],
  "lowdin_spin": [2.942, 0.000, 0.000, 0.000, 0.000, 0.000, 0.000, -0.001, -0.001, 0.001, 0.000, 0.000, 0.000, 0.000, -0.003, 0.000, -0.003, 0.000, -0.003, -0.004, -0.015, -0.007, -0.002, 0.000, -0.001, -0.001, -0.003, -0.003, 0.000, -0.001, 0.000, -0.001, 0.000, -0.001, 0.002, -0.002, 0.001, -0.002, 0.000, -0.001, -0.004, -0.001, 0.000, 0.000, -0.001, 0.000, 0.001, 0.000, -0.001, 0.000, -0.001, 0.000, -0.001, -0.001, -0.001, 0.000, -0.001, 0.000, -0.001, 0.000, 0.000, 0.000, 0.000, 0.000, 0.000, 0.000, 0.000, 0.000, 0.000, 0.000, 0.000, 0.000, 0.000, 0.000, 0.000, 0.000, 0.000, 0.000, 0.000, 0.000, 0.000, 0.000, 0.000, 0.000, 0.000, 0.000, 0.000, 0.000, 0.000, 0.000, 0.000, 0.000, 0.000, 0.000, 0.000, 0.000, 0.000, 0.000, 0.000, 0.000, 0.000, 0.001, 0.002, 0.003, 0.020, 0.003, 0.003, -0.023, 0.021, -0.003, 0.008, 0.014, 0.033, 0.001, 0.000, 0.000, 0.057, -0.019]
}